Entry 1:
{
  "formula": "C19H16N2OS",
  "method": "wB97M-V/def2-TZVPD",
  "smiles": "O=C(Nc1ccccc1)c1ccc(CSc2ccccn2)cc1",
  "largest_force_ev_per_a": 0.61,
  "de_lowest_kcal_mol": 0.6,
  "symbols": ["O", "C", "N", "C", "C", "C", "C", "C", "C", "C", "C", "C", "C", "C", "S", "C", "C", "C", "C", "C", "N", "C", "C", "H", "H", "H", "H", "H", "H", "H", "H", "H", "H", "H", "H", "H", "H", "H", "H"],
  "coordinates": [[-1.545, -3.276, -0.243], [-1.870, -2.107, -0.195], [-3.158, -1.742, -0.474], [-3.813, -0.522, -0.281], [-3.485, 0.337, 0.765], [-4.167, 1.530, 0.918], [-5.190, 1.874, 0.050], [-5.540, 1.007, -0.971], [-4.859, -0.184, -1.137], [-0.899, -1.017, 0.095], [-0.823, 0.114, -0.714], [0.134, 1.076, -0.464], [1.026, 0.933, 0.595], [2.065, 1.976, 0.842], [3.230, 2.086, -0.567], [4.125, 0.588, -0.373], [5.034, 0.211, -1.362], [5.727, -0.968, -1.184], [5.493, -1.724, -0.040], [4.573, -1.251, 0.877], [3.905, -0.120, 0.721], [0.960, -0.205, 1.388], [0.012, -1.178, 1.133], [-3.723, -2.494, -0.850], [-2.706, 0.067, 1.461], [-3.902, 2.190, 1.730], [-5.719, 2.806, 0.176], [-6.345, 1.259, -1.645], [-5.132, -0.860, -1.935], [-1.502, 0.233, -1.545], [0.204, 1.946, -1.101], [1.629, 2.974, 0.909], [2.657, 1.757, 1.728], [5.174, 0.835, -2.231], [6.439, -1.300, -1.925], [6.012, -2.654, 0.130], [4.350, -1.793, 1.787], [1.662, -0.332, 2.197], [-0.035, -2.072, 1.736]],
  "atomic_forces_ev_per_a": [[0.10, -0.07, 0.10], [0.05, -0.09, -0.06], [-0.35, -0.40, -0.29], [-0.26, 0.43, 0.14], [-0.09, -0.09, 0.04], [0.00, 0.01, -0.02], [-0.07, 0.11, -0.02], [-0.05, 0.04, 0.05], [0.16, -0.09, 0.04], [0.43, 0.03, -0.03], [0.03, -0.11, 0.04], [0.00, -0.04, 0.08], [-0.18, -0.12, 0.06], [0.49, 0.00, -0.36], [-0.13, 0.42, 0.07], [-0.04, 0.03, 0.02], [-0.05, -0.05, 0.10], [-0.06, 0.04, 0.08], [0.00, 0.01, -0.01], [0.27, -0.35, -0.03], [-0.09, 0.25, 0.08], [-0.11, 0.11, 0.01], [-0.27, -0.08, -0.11], [0.20, 0.05, 0.11], [0.02, 0.01, 0.06], [0.03, 0.05, 0.07], [-0.05, 0.08, 0.01], [-0.06, 0.01, -0.05], [0.01, -0.06, -0.10], [-0.09, 0.03, -0.04], [0.00, 0.07, -0.09], [0.05, -0.01, 0.04], [-0.13, 0.09, 0.04], [0.04, 0.03, -0.12], [0.05, -0.02, -0.05], [0.03, -0.08, 0.03], [0.06, -0.14, 0.04], [0.07, 0.01, 0.05], [0.01, -0.10, 0.04]]
}

***

Entry 2:
{
  "formula": "C19H16N4O4",
  "method": "wB97M-V/def2-TZVPD",
  "smiles": "Cn1c(=O)c(/C(N)=N/OC(=O)c2ccccc2)cn(-c2ccccc2)c1=O",
  "largest_force_ev_per_a": 1.09,
  "de_lowest_kcal_mol": 0.0,
  "symbols": ["C", "N", "C", "O", "C", "C", "N", "N", "O", "C", "O", "C", "C", "C", "C", "C", "C", "C", "N", "C", "C", "C", "C", "C", "C", "C", "O", "H", "H", "H", "H", "H", "H", "H", "H", "H", "H", "H", "H", "H", "H", "H", "H"],
  "coordinates": [[-3.637, -3.657, -0.027], [-2.909, -2.400, 0.026], [-1.524, -2.503, 0.106], [-1.012, -3.610, 0.095], [-0.830, -1.231, 0.195], [0.637, -1.161, 0.319], [1.332, -2.295, 0.151], [1.098, 0.007, 0.609], [2.503, 0.135, 0.708], [3.206, 0.077, -0.433], [2.733, -0.193, -1.511], [4.642, 0.365, -0.194], [5.161, 0.541, 1.086], [6.510, 0.795, 1.250], [7.344, 0.877, 0.145], [6.830, 0.705, -1.130], [5.483, 0.446, -1.301], [-1.554, -0.086, 0.135], [-2.901, -0.065, 0.023], [-3.583, 1.187, -0.016], [-3.272, 2.158, 0.927], [-3.917, 3.381, 0.886], [-4.872, 3.632, -0.085], [-5.180, 2.659, -1.020], [-4.536, 1.434, -0.993], [-3.650, -1.239, -0.009], [-4.857, -1.232, -0.056], [-3.364, -4.268, 0.833], [-4.701, -3.437, -0.018], [-3.367, -4.197, -0.935], [2.335, -2.298, 0.206], [0.827, -3.154, -0.017], [4.505, 0.478, 1.940], [6.915, 0.929, 2.242], [8.397, 1.077, 0.280], [7.480, 0.771, -1.990], [5.058, 0.306, -2.284], [-1.046, 0.866, 0.163], [-2.538, 1.951, 1.691], [-3.676, 4.135, 1.619], [-5.376, 4.586, -0.112], [-5.922, 2.852, -1.779], [-4.774, 0.675, -1.721]],
  "atomic_forces_ev_per_a": [[-0.23, -0.31, -0.01], [0.00, -0.17, -0.01], [-0.03, 0.35, 0.01], [0.00, -0.13, -0.02], [-0.29, 0.21, 0.00], [0.75, -0.23, 0.11], [0.19, -0.14, -0.05], [-0.49, 0.96, -0.11], [-0.07, -0.68, 0.43], [-0.26, -0.11, -0.77], [0.13, 0.13, 0.35], [0.28, 0.07, 0.02], [-0.11, -0.01, -0.10], [0.09, 0.01, 0.06], [0.02, 0.01, 0.02], [0.05, 0.01, -0.02], [-0.19, -0.04, 0.07], [0.63, -0.56, -0.02], [-0.06, -0.05, -0.04], [-0.29, 0.50, 0.03], [-0.02, -0.22, -0.09], [-0.01, 0.09, -0.03], [0.01, 0.06, 0.07], [0.04, -0.05, -0.02], [0.09, 0.00, 0.00], [-0.15, -0.02, 0.09], [-0.10, 0.05, -0.03], [-0.02, 0.01, -0.07], [0.13, -0.03, 0.00], [-0.02, 0.00, 0.07], [-0.08, 0.09, -0.02], [0.01, 0.07, 0.06], [-0.03, 0.00, 0.06], [0.03, 0.01, 0.07], [0.08, 0.02, 0.01], [0.04, 0.00, -0.07], [-0.03, -0.02, -0.07], [-0.03, 0.06, -0.03], [0.07, -0.03, 0.09], [0.02, 0.06, 0.06], [-0.04, 0.08, 0.00], [-0.06, 0.01, -0.07], [-0.02, -0.07, -0.04]]
}

***

Entry 3:
{
  "formula": "C19H16N4OS",
  "method": "wB97M-V/def2-TZVPD",
  "smiles": "C=CCn1c(SCc2cccc(C#N)c2)nnc1-c1ccccc1O",
  "largest_force_ev_per_a": 0.98,
  "de_lowest_kcal_mol": 6.1,
  "symbols": ["C", "C", "C", "N", "C", "S", "C", "C", "C", "C", "C", "C", "C", "N", "C", "N", "N", "C", "C", "C", "C", "C", "C", "C", "O", "H", "H", "H", "H", "H", "H", "H", "H", "H", "H", "H", "H", "H", "H", "H", "H"],
  "coordinates": [[-1.291, 1.293, -3.058], [-1.890, 1.103, -1.899], [-1.608, 1.936, -0.682], [-1.001, 1.137, 0.359], [0.305, 1.258, 0.748], [1.350, 2.525, 0.187], [2.903, 2.000, 1.011], [3.592, 0.945, 0.211], [4.348, 1.295, -0.904], [4.971, 0.323, -1.667], [4.845, -1.012, -1.332], [4.083, -1.369, -0.220], [3.949, -2.735, 0.125], [3.853, -3.845, 0.393], [3.455, -0.393, 0.552], [0.634, 0.327, 1.600], [-0.452, -0.435, 1.778], [-1.443, 0.030, 1.050], [-2.743, -0.615, 1.023], [-3.907, 0.030, 0.600], [-5.117, -0.629, 0.548], [-5.192, -1.964, 0.918], [-4.065, -2.615, 1.369], [-2.837, -1.957, 1.456], [-1.804, -2.651, 1.944], [-1.504, 0.677, -3.914], [-0.568, 2.080, -3.201], [-2.606, 0.304, -1.762], [-2.524, 2.402, -0.302], [-0.900, 2.732, -0.928], [2.618, 1.646, 2.000], [3.497, 2.911, 1.079], [4.444, 2.337, -1.174], [5.558, 0.609, -2.528], [5.327, -1.779, -1.920], [2.853, -0.676, 1.402], [-3.878, 1.073, 0.330], [-6.000, -0.103, 0.220], [-6.133, -2.489, 0.866], [-4.101, -3.646, 1.685], [-1.020, -2.062, 2.036]],
  "atomic_forces_ev_per_a": [[-0.02, 0.04, -0.10], [-0.01, 0.06, 0.17], [-0.36, 0.19, -0.41], [0.50, -0.35, 0.65], [0.03, -0.08, 0.17], [0.23, 0.43, -0.03], [-0.47, 0.04, -0.12], [0.15, -0.12, -0.07], [-0.02, -0.14, 0.10], [0.02, 0.08, -0.04], [-0.09, -0.08, 0.11], [0.14, 0.87, -0.28], [-0.04, -0.49, 0.12], [-0.04, -0.38, 0.10], [0.15, -0.08, -0.05], [0.67, 0.60, -0.21], [-0.86, -0.47, 0.04], [0.31, 0.08, 0.13], [-0.26, -0.22, -0.03], [-0.04, -0.11, 0.07], [-0.11, 0.19, -0.11], [0.14, -0.02, 0.05], [0.07, -0.03, 0.04], [-0.10, 0.14, -0.09], [-0.01, -0.21, 0.00], [-0.06, -0.15, -0.13], [0.16, 0.17, 0.02], [-0.07, -0.10, -0.07], [0.21, 0.02, -0.03], [-0.20, -0.07, 0.02], [0.14, 0.10, 0.03], [-0.05, -0.03, 0.05], [0.03, 0.11, -0.03], [0.05, 0.01, -0.06], [0.02, -0.04, -0.02], [0.00, 0.00, 0.03], [0.03, 0.09, -0.05], [-0.07, 0.05, -0.02], [-0.08, -0.06, 0.00], [0.00, -0.12, 0.03], [-0.08, 0.10, 0.03]]
}

***

Please write out number 3 again, unchanged.
{
  "formula": "C19H16N4OS",
  "method": "wB97M-V/def2-TZVPD",
  "smiles": "C=CCn1c(SCc2cccc(C#N)c2)nnc1-c1ccccc1O",
  "largest_force_ev_per_a": 0.98,
  "de_lowest_kcal_mol": 6.1,
  "symbols": ["C", "C", "C", "N", "C", "S", "C", "C", "C", "C", "C", "C", "C", "N", "C", "N", "N", "C", "C", "C", "C", "C", "C", "C", "O", "H", "H", "H", "H", "H", "H", "H", "H", "H", "H", "H", "H", "H", "H", "H", "H"],
  "coordinates": [[-1.291, 1.293, -3.058], [-1.890, 1.103, -1.899], [-1.608, 1.936, -0.682], [-1.001, 1.137, 0.359], [0.305, 1.258, 0.748], [1.350, 2.525, 0.187], [2.903, 2.000, 1.011], [3.592, 0.945, 0.211], [4.348, 1.295, -0.904], [4.971, 0.323, -1.667], [4.845, -1.012, -1.332], [4.083, -1.369, -0.220], [3.949, -2.735, 0.125], [3.853, -3.845, 0.393], [3.455, -0.393, 0.552], [0.634, 0.327, 1.600], [-0.452, -0.435, 1.778], [-1.443, 0.030, 1.050], [-2.743, -0.615, 1.023], [-3.907, 0.030, 0.600], [-5.117, -0.629, 0.548], [-5.192, -1.964, 0.918], [-4.065, -2.615, 1.369], [-2.837, -1.957, 1.456], [-1.804, -2.651, 1.944], [-1.504, 0.677, -3.914], [-0.568, 2.080, -3.201], [-2.606, 0.304, -1.762], [-2.524, 2.402, -0.302], [-0.900, 2.732, -0.928], [2.618, 1.646, 2.000], [3.497, 2.911, 1.079], [4.444, 2.337, -1.174], [5.558, 0.609, -2.528], [5.327, -1.779, -1.920], [2.853, -0.676, 1.402], [-3.878, 1.073, 0.330], [-6.000, -0.103, 0.220], [-6.133, -2.489, 0.866], [-4.101, -3.646, 1.685], [-1.020, -2.062, 2.036]],
  "atomic_forces_ev_per_a": [[-0.02, 0.04, -0.10], [-0.01, 0.06, 0.17], [-0.36, 0.19, -0.41], [0.50, -0.35, 0.65], [0.03, -0.08, 0.17], [0.23, 0.43, -0.03], [-0.47, 0.04, -0.12], [0.15, -0.12, -0.07], [-0.02, -0.14, 0.10], [0.02, 0.08, -0.04], [-0.09, -0.08, 0.11], [0.14, 0.87, -0.28], [-0.04, -0.49, 0.12], [-0.04, -0.38, 0.10], [0.15, -0.08, -0.05], [0.67, 0.60, -0.21], [-0.86, -0.47, 0.04], [0.31, 0.08, 0.13], [-0.26, -0.22, -0.03], [-0.04, -0.11, 0.07], [-0.11, 0.19, -0.11], [0.14, -0.02, 0.05], [0.07, -0.03, 0.04], [-0.10, 0.14, -0.09], [-0.01, -0.21, 0.00], [-0.06, -0.15, -0.13], [0.16, 0.17, 0.02], [-0.07, -0.10, -0.07], [0.21, 0.02, -0.03], [-0.20, -0.07, 0.02], [0.14, 0.10, 0.03], [-0.05, -0.03, 0.05], [0.03, 0.11, -0.03], [0.05, 0.01, -0.06], [0.02, -0.04, -0.02], [0.00, 0.00, 0.03], [0.03, 0.09, -0.05], [-0.07, 0.05, -0.02], [-0.08, -0.06, 0.00], [0.00, -0.12, 0.03], [-0.08, 0.10, 0.03]]
}